Here is a cluster of 18 separate species, C17H71N34O18 in total in a non-equilibrium geometry from OMol25. Energies are from ωB97M-V/def2-TZVPD.

```
140
C17H71N34O18 | OMol25 | ωB97M-V/def2-TZVPD
O 2.93837 11.33112 -18.67216
H 3.53050 12.08096 -18.57876
H 3.00444 10.97787 -19.56236
H 2.02107 11.56475 -18.51224
C 7.29947 12.45711 -16.89052
O 7.51626 13.48630 -16.28849
N 8.16278 11.71463 -17.37021
N 6.14183 11.94926 -17.03375
H 9.11379 11.94680 -17.12166
H 7.99023 10.90060 -17.94265
H 5.98763 11.19133 -17.68325
H 5.34864 12.54722 -16.85099
C 0.97952 17.37402 -17.98042
O 1.39786 18.43034 -18.24478
N 1.07818 16.31623 -18.66067
N 0.09764 17.15054 -17.07459
H 1.56307 16.30777 -19.54662
H 1.10108 15.46892 -18.11145
H -0.27941 18.04500 -16.79556
H -0.55188 16.52002 -17.52255
C 3.24451 13.89206 -16.47623
O 3.62084 12.71801 -16.62268
N 3.77445 14.77783 -17.29862
N 2.36249 14.41144 -15.67471
H 3.59217 15.76600 -17.19668
H 4.54708 14.59018 -17.92146
H 2.27352 15.41312 -15.58082
H 1.90205 13.77946 -15.03542
C 5.53607 12.23967 -13.04549
O 4.80102 12.32381 -12.11294
N 6.67381 12.79307 -13.20821
N 5.25354 11.56522 -14.07789
H 7.03384 13.31537 -12.42229
H 7.18135 12.70049 -14.07651
H 4.27556 11.33150 -14.17288
H 5.77926 12.01093 -14.81617
C 1.39231 10.27399 -21.81801
O 2.26574 11.04914 -21.38877
N 1.49275 8.97594 -22.22057
N 0.33778 10.82130 -22.32089
H 0.61531 8.49918 -22.37188
H 2.29714 8.40082 -22.01491
H 0.07654 11.77147 -22.09946
H -0.44367 10.18258 -22.35922
C -2.89189 14.76259 -15.46777
O -3.12364 15.30066 -14.50880
N -3.70669 14.04468 -16.22280
N -1.69349 14.75039 -15.90196
H -3.24788 13.58441 -16.99594
H -4.66258 14.16379 -15.91920
H -1.50792 14.23270 -16.74911
H -0.99786 15.31676 -15.43783
C -0.42063 12.63437 -18.69564
O 0.74858 12.73119 -19.02874
N -0.85321 11.78177 -17.81042
N -1.36903 13.47528 -18.75482
H -1.85740 11.88959 -17.81932
H -0.37743 10.89195 -17.76625
H -2.34097 13.20376 -18.71354
H -1.01372 14.36734 -19.06801
C 0.41525 14.33911 -22.01505
O -0.34767 13.42446 -22.00372
N 0.11582 15.57641 -22.32931
N 1.67063 14.20344 -21.92133
H 0.95068 16.14401 -22.36004
H -0.76845 15.94239 -22.00648
H 2.32803 14.95919 -22.05080
H 1.94195 13.23128 -21.88383
C 4.11748 7.88302 -18.46936
O 4.49598 8.89870 -18.95956
N 4.62464 7.42789 -17.37148
N 3.27667 7.06339 -18.95009
H 5.34935 7.99101 -16.94982
H 4.17467 6.75455 -16.76795
H 2.80952 6.39952 -18.34914
H 3.10773 7.00137 -19.94393
C 3.82734 17.23519 -21.15038
O 2.69004 17.32637 -21.61724
N 4.75492 16.27675 -21.42370
N 4.27778 18.06708 -20.24383
H 5.46200 16.15572 -20.71272
H 4.77055 15.80423 -22.31621
H 5.10592 17.74834 -19.76146
H 3.54080 18.61641 -19.82524
C 7.54887 8.80731 -15.53704
O 6.64316 8.87299 -16.34966
N 8.76656 8.90852 -15.89503
N 7.47235 8.56182 -14.25114
H 8.64293 9.10647 -16.87770
H 9.57206 9.19818 -15.35896
H 8.29982 8.80305 -13.72465
H 6.59940 8.37718 -13.77789
C 0.09873 8.52185 -18.72914
O 0.64356 9.52257 -18.22347
N -1.01139 8.05264 -18.14212
N 0.31775 7.82398 -19.81734
H -1.33421 8.68107 -17.42034
H -1.39830 7.14542 -18.35973
H 1.02662 7.98308 -20.51898
H -0.10473 6.90793 -19.86698
C 7.28905 16.17300 -19.10685
O 6.30713 16.73803 -18.76597
N 7.78557 15.21410 -18.42841
N 8.06618 16.41210 -20.12154
H 7.39630 14.91534 -17.54563
H 8.61238 14.78803 -18.82207
H 8.69276 15.64743 -20.32838
H 8.00735 17.23925 -20.69814
C 2.37220 9.17982 -14.36996
O 1.70956 8.96035 -13.34711
N 3.01359 8.25926 -14.99482
N 2.63632 10.37495 -14.86415
H 3.38518 8.54847 -15.88834
H 3.03281 7.32566 -14.60996
H 3.34005 10.52628 -15.57265
H 2.18877 11.16609 -14.42382
C 0.05484 12.44036 -13.87792
O 1.27434 12.63015 -14.03229
N -0.66141 11.63172 -14.60292
N -0.58692 13.17353 -12.99997
H -0.18632 11.05012 -15.27830
H -1.66606 11.70599 -14.53036
H -0.23249 14.06458 -12.68294
H -1.47265 12.83341 -12.65371
C 4.99311 10.42308 -23.39958
O 6.08120 10.25651 -22.86962
N 4.46266 11.67202 -23.48721
N 4.34685 9.51046 -24.08168
H 3.45661 11.61853 -23.41587
H 4.86111 12.46994 -23.01323
H 4.67210 8.55711 -24.15547
H 3.35209 9.62299 -24.21548
C 5.65811 12.59904 -20.43123
O 4.70170 13.10132 -19.93180
N 6.10703 11.44098 -20.07114
N 6.49397 12.98092 -21.31734
H 5.56184 10.80265 -19.50953
H 6.69303 11.04338 -20.79129
H 6.25604 13.72136 -21.96172
H 7.25086 12.40604 -21.65901
```

Summary:
Kohn-Sham gap, eV: 7.85
ΔE to the lowest compared entry with this formula, charge and spin, kcal per mole: 0.0
Net charge: +1
Calculated total energy, eV: -106301.7994
HOMO, eV: -10.2961

Löwdin population analysis, charges in e, atoms 1 to 2:
1. O 0.2173
2. H 0.0812